1.
{"formula": "C7H6O9P2PmS", "method": "wB97M-V/def2-TZVPD", "gap_ev": [7.439, 7.459], "largest_force_ev_per_a": 1.55, "multiplicity": 5, "e_lumo_ev": [2.6872, 2.6885], "charge": -1, "total_energy_ha": -2637.32144, "elements": ["Pm", "O", "P", "O", "O", "O", "P", "O", "O", "O", "H", "H", "O", "C", "O", "C", "C", "C", "C", "C", "C", "S", "H", "H", "H", "H"], "coordinates": [[0.33182, 0.62900, 1.08304], [0.99906, 2.99144, 1.72871], [0.62915, 2.53728, 3.24822], [0.49257, 3.62362, 4.20815], [-0.48884, 1.56111, 2.93778], [1.94895, 1.62414, 3.60763], [2.58318, 0.45958, 2.67088], [3.89289, 0.01000, 3.43587], [2.89015, 1.09946, 1.36319], [1.56212, -0.64154, 2.54481], [1.95274, 2.93385, 1.54455], [3.70827, -0.65580, 4.08314], [1.05278, 0.29698, -1.07471], [-0.18028, 0.48104, -1.32241], [-0.78977, 1.42445, -0.73944], [-0.98460, -0.55820, -2.03156], [-1.13548, -0.54222, -3.40973], [-1.92215, -1.50226, -4.02961], [-2.52497, -2.48230, -3.24528], [-2.35189, -2.49462, -1.86620], [-1.57818, -1.52779, -1.21433], [-1.39159, -1.51309, 0.56246], [-0.66234, 0.23756, -3.99807], [-2.06590, -1.48423, -5.10240], [-3.13927, -3.24178, -3.71632], [-2.82838, -3.26568, -1.26836]], "atomic_forces_ev_per_a": [[-1.075, -1.009, -0.481], [0.449, 0.436, -0.222], [-0.195, 0.105, 0.919], [0.095, 0.082, 0.033], [-0.196, 0.490, 0.803], [0.233, -0.034, 0.252], [0.570, 0.043, 0.740], [0.126, 0.680, -0.503], [0.134, 0.242, -0.291], [0.681, -0.373, 0.820], [0.050, 0.128, -0.030], [-0.168, -0.685, 0.662], [-0.319, -0.235, -0.952], [0.072, -0.073, -0.643], [-0.466, 0.282, -0.805], [0.301, 0.265, -0.206], [-0.169, -0.047, -0.018], [-0.013, -0.093, 0.131], [0.094, 0.115, 0.052], [-0.078, -0.151, 0.039], [-0.110, 0.066, 0.236], [-0.096, -0.236, -0.629], [0.019, -0.045, 0.076], [0.010, -0.028, 0.000], [0.008, 0.001, 0.053], [0.041, 0.076, -0.037]]}



2.
{"formula": "C7H6OS2", "method": "wB97M-V/def2-TZVPD", "relative_energy_kj_mol": 389.1, "gap_ev": 8.281, "largest_force_ev_per_a": 3.56, "e_lumo_ev": -0.4328, "charge": 0, "total_energy_ha": -1141.79637, "elements": ["C", "C", "C", "C", "C", "C", "C", "O", "S", "S", "H", "H", "H", "H", "H", "H"], "coordinates": [[-2.45559, -0.39080, 0.61535], [-1.59276, -1.41659, 0.34300], [-2.00158, 0.89267, 0.36965], [-0.24707, -1.21697, 0.14186], [-0.68790, 1.16503, 0.12724], [0.21005, 0.09247, 0.13822], [2.48651, 0.43688, -0.29406], [2.58119, 1.36457, -1.29659], [3.59140, 0.32271, 1.10322], [3.19521, -1.15388, -0.37218], [-3.49989, -0.77033, 0.57621], [-1.94021, -2.39226, 0.31719], [-2.64498, 1.73783, 0.41209], [0.40468, -2.03076, -0.01145], [-0.44971, 2.29535, -0.06550], [3.05066, 1.06407, -2.10426]], "atomic_forces_ev_per_a": [[-1.235, -0.932, -1.762], [0.848, 0.473, 0.610], [-0.997, 0.117, 0.784], [0.748, 1.767, 0.200], [1.944, 1.847, -0.238], [2.380, 0.914, -1.176], [-3.538, -0.225, -0.335], [0.145, -0.078, 0.269], [-0.340, -0.086, -0.475], [0.455, -0.141, 0.188], [0.475, 1.235, 0.680], [-0.718, -1.793, 0.024], [-0.734, 0.432, 0.000], [0.767, -0.818, -0.101], [0.097, -2.497, 0.430], [-0.294, -0.215, 0.902]]}



3.
{"formula": "C7H6S", "method": "wB97M-V/def2-TZVPD", "relative_energy_kj_mol": 675.3, "gap_ev": 7.313, "largest_force_ev_per_a": 5.49, "e_lumo_ev": -1.4296, "charge": 0, "total_energy_ha": -668.24201, "elements": ["C", "C", "C", "C", "C", "C", "C", "H", "H", "H", "H", "H", "H", "S"], "coordinates": [[0.79828, -1.17743, 2.32653], [-0.18546, -1.02616, 1.32944], [0.03358, -0.20146, 0.12567], [1.17387, 0.83375, 0.52129], [-0.77873, -0.15433, -0.98703], [-1.75110, -1.17728, -1.41917], [-2.59592, -2.07519, -1.30824], [0.06436, -1.66306, 3.26214], [2.05628, -0.77137, 2.68346], [-1.28554, -1.51780, 1.35721], [2.06319, 0.41854, 1.12577], [-0.58781, 0.74571, -1.67079], [-3.46227, -2.61677, -1.26443], [1.31154, 2.20458, -0.56402]], "atomic_forces_ev_per_a": [[-2.843, -0.714, 2.952], [0.934, -0.940, 0.402], [0.284, 0.982, 1.289], [-0.075, 1.069, -5.389], [1.252, 0.778, -0.840], [-0.905, -1.050, 2.352], [3.370, 3.653, -0.658], [3.217, 1.087, -2.184], [-4.630, -1.414, -1.651], [2.916, 0.989, 0.504], [-1.868, 1.183, -0.807], [-0.335, -1.572, 0.877], [-1.429, -1.322, -0.101], [0.112, -2.729, 3.253]]}



4.
{"formula": "C7H7BNO6S6W", "method": "wB97M-V/def2-TZVPD", "gap_ev": 5.342, "largest_force_ev_per_a": 2.92, "e_lumo_ev": -7.1302, "charge": 1, "total_energy_ha": -3257.91731, "elements": ["W", "S", "S", "S", "S", "O", "S", "O", "O", "C", "C", "C", "C", "C", "C", "S", "O", "O", "O", "H", "H", "H", "H", "B", "C", "N", "H", "H", "H"], "coordinates": [[0.13549, -0.32917, 0.23945], [-1.51018, 1.44995, -0.03336], [-0.21864, 3.02516, 0.51173], [1.09828, 2.94344, -1.00837], [1.84873, 0.98595, -0.89735], [0.89321, -2.02116, 1.28580], [1.29116, -2.79241, 0.06712], [2.52320, -3.47401, 0.11011], [1.21438, -1.65888, -0.92861], [-0.02676, -3.94639, -0.23055], [0.35862, -5.25997, -0.43402], [-0.60846, -6.24341, -0.60474], [-1.95279, -5.91257, -0.57050], [-2.34689, -4.59426, -0.37682], [-1.39019, -3.61137, -0.20032], [-1.97979, -1.94603, -0.06342], [-1.46846, -1.31022, 1.19200], [-3.37339, -1.90256, -0.26583], [-1.14039, -1.17586, -1.06021], [1.41418, -5.49460, -0.44484], [-0.30345, -7.26850, -0.76155], [-2.70478, -6.67718, -0.70575], [-3.39283, -4.31803, -0.37163], [1.26194, 1.20433, 4.39464], [0.96356, 0.82175, 3.00063], [0.67836, 0.48810, 1.89967], [1.81317, 2.26520, 4.46994], [1.93951, 0.32900, 4.86496], [0.15146, 1.23698, 4.86815]], "atomic_forces_ev_per_a": [[1.854, 2.245, -0.246], [1.508, -0.156, -0.050], [-0.343, 0.010, 0.030], [0.340, -0.583, 0.021], [-2.052, -0.126, 0.408], [-0.003, 0.211, 0.109], [0.746, -1.347, 0.214], [-0.094, -0.007, -0.076], [0.371, 0.276, -0.465], [0.238, 0.142, -0.022], [0.122, 0.266, 0.054], [-0.253, -0.028, -0.003], [0.218, -0.171, -0.039], [-0.055, 0.275, 0.055], [-0.044, 0.215, -0.007], [-1.595, -0.931, 0.082], [-0.315, -0.001, 0.269], [0.082, -0.086, -0.004], [-0.390, -0.030, -0.690], [-0.028, -0.078, -0.010], [0.006, 0.000, -0.003], [-0.007, 0.001, 0.010], [0.009, -0.028, 0.001], [-0.018, 0.143, 0.568], [-0.028, -0.063, -0.494], [-0.243, -0.078, 0.454], [0.069, 0.159, -0.214], [0.042, -0.198, -0.041], [-0.137, -0.031, 0.089]]}